*i*
DFT (ωB97M-V/def2-TZVPD) results for C3H7FO2 in the gas phase.

Summary:
gap between HOMO and LUMO = 10.84 eV
structure (SMILES) = CO[C@](C)(O)F
E_HOMO = -10.06 eV
LUMO level = 0.789 eV
net charge = 0

Each line ends with the natural charge from an NBO analysis.
Element x y z (Å)
C (1.58, 1.00, 0.41)  -0.65
C (-1.92, -0.37, -0.02)  -0.26
C (0.60, -0.16, -0.02)  0.84
O (0.62, -0.55, -1.31)  -0.70
O (-0.84, 0.25, 0.51)  -0.58
F (1.00, -1.16, 0.69)  -0.34
H (1.56, 1.17, 1.43)  0.23
H (2.59, 0.68, 0.26)  0.22
H (1.48, 1.94, -0.31)  0.22
H (-2.74, -0.14, 0.71)  0.19
H (-1.90, -1.41, -0.07)  0.16
H (-2.22, 0.19, -0.89)  0.17
H (0.19, -1.44, -1.39)  0.49

---

*ii*
DFT (ωB97M-V/def2-TZVPD) results for C3H7FO2 in the gas phase.

Summary:
gap between HOMO and LUMO = 11.37 eV
structure (SMILES) = C[C@H](O)[C@@H](O)F
E_HOMO = -10.54 eV
LUMO level = 0.829 eV
net charge = 0

Each line ends with the natural charge from an NBO analysis.
Element x y z (Å)
C (-0.89, -0.62, -0.83)  -0.62
C (-0.41, 0.12, 0.44)  0.05
C (1.08, 0.41, 0.36)  0.45
O (-1.14, 1.39, 0.45)  -0.74
O (1.81, -0.75, 0.75)  -0.72
F (1.43, 0.58, -0.93)  -0.36
H (-0.87, -0.02, -1.64)  0.22
H (-1.84, -0.99, -0.81)  0.21
H (-0.37, -1.57, -0.93)  0.21
H (-0.49, -0.42, 1.32)  0.18
H (1.27, 1.27, 0.90)  0.14
H (-2.01, 1.33, 0.93)  0.48
H (2.42, -0.73, -0.02)  0.49

---

The least stable of them is *i*.

---

*i*
DFT (ωB97M-V/def2-TZVPD) results for 2 unconnected molecules or ions with the total composition CH5NO3.

Summary:
gap between HOMO and LUMO = 9.38 eV
structure (SMILES) = N=C(O)O.O
E_HOMO = -9.79 eV
LUMO level = -0.409 eV
net charge = 0

Each line ends with the natural charge from an NBO analysis.
Element x y z (Å)
C (0.05, -0.59, -0.08)  0.70
N (-0.90, -0.04, 0.65)  -0.65
O (0.68, 1.91, 0.79)  -1.01
O (0.07, -0.49, -1.44)  -0.72
O (0.54, -1.79, 0.33)  -0.64
H (-0.16, 2.30, 1.08)  0.49
H (-0.82, -0.49, -1.80)  0.50
H (1.22, -2.08, -0.31)  0.49
H (-1.56, 0.47, 0.07)  0.35
H (0.88, 0.81, 0.71)  0.49

---

*ii*
DFT (ωB97M-V/def2-TZVPD) results for 2 unconnected molecules or ions with the total composition CH5NO3.

Summary:
gap between HOMO and LUMO = 11.00 eV
structure (SMILES) = NC(=O)O.O
E_HOMO = -10.50 eV
LUMO level = 0.501 eV
net charge = 0

Each line ends with the natural charge from an NBO analysis.
Element x y z (Å)
N (1.73, -0.99, -0.43)  -0.84
C (0.52, -0.32, -0.63)  0.88
O (0.48, 0.79, 0.12)  -0.70
O (-0.33, -0.67, -1.40)  -0.63
H (2.24, -0.67, 0.38)  0.38
H (1.59, -1.99, -0.37)  0.39
H (-0.37, 1.24, 0.01)  0.51
H (-2.70, 0.50, 1.49)  0.47
H (-2.34, 1.50, 2.57)  0.47
O (-1.93, 0.98, 1.85)  -0.94

---

The least stable of them is *i*.

---

*i*
DFT (ωB97M-V/def2-TZVPD) results for C6H9N3 in the gas phase.

Summary:
gap between HOMO and LUMO = 9.07 eV
structure (SMILES) = CC[C@@]12CN=NN=C1C2
E_HOMO = -9.05 eV
LUMO level = 0.021 eV
net charge = 0

Each line ends with the natural charge from an NBO analysis.
Element x y z (Å)
C (-0.58, 0.21, 1.47)  0.26
C (-1.81, 0.38, 0.78)  -0.42
C (-0.17, -1.55, 0.06)  -0.31
C (-0.53, -0.12, 0.07)  -0.13
C (1.52, 1.00, -1.09)  -0.63
C (-0.03, 0.81, -1.09)  -0.38
N (0.16, -0.36, 2.39)  -0.28
N (1.10, -1.68, 0.88)  -0.14
N (1.25, -1.04, 1.90)  0.02
H (-2.64, -0.29, 1.00)  0.23
H (-2.23, 1.32, 0.38)  0.25
H (-0.87, -2.18, 0.64)  0.23
H (-0.02, -1.74, -1.06)  0.23
H (1.97, 0.04, -1.02)  0.22
H (1.86, 1.85, -0.48)  0.22
H (1.84, 1.29, -2.09)  0.21
H (-0.34, 0.29, -2.00)  0.22
H (-0.45, 1.79, -0.74)  0.22

---

*ii*
DFT (ωB97M-V/def2-TZVPD) results for C6H9N3 in the gas phase.

Summary:
gap between HOMO and LUMO = 8.28 eV
structure (SMILES) = [H]/N=C1\NC=C(CC)\C1=N\[H]
E_HOMO = -8.36 eV
LUMO level = -0.076 eV
net charge = 0

Each line ends with the natural charge from an NBO analysis.
Element x y z (Å)
C (-2.66, 0.39, 0.50)  -0.61
C (-1.67, -0.19, -0.60)  -0.40
C (-0.18, -0.26, -0.29)  -0.14
C (0.49, -1.46, -0.07)  0.05
C (2.11, 0.14, 0.00)  0.38
C (0.77, 0.80, -0.25)  0.17
H (-2.57, -0.05, 1.50)  0.20
H (-2.51, 1.48, 0.70)  0.22
H (-3.69, 0.16, 0.16)  0.21
H (-1.83, 0.35, -1.51)  0.22
H (-2.02, -1.22, -0.75)  0.20
H (0.11, -2.50, 0.00)  0.22
H (2.52, -1.79, 0.56)  0.40
H (3.95, 0.03, 0.12)  0.33
H (1.50, 2.53, 0.00)  0.35
N (1.86, -1.24, 0.02)  -0.63
N (3.23, 0.74, 0.08)  -0.64
N (0.58, 2.07, -0.19)  -0.56

---

*iii*
DFT (ωB97M-V/def2-TZVPD) results for a molecular structure, C6H9N3.

Summary:
gap between HOMO and LUMO = 9.04 eV
E_HOMO = -8.40 eV
LUMO level = 0.640 eV
net charge = 0

Each line ends with the natural charge from an NBO analysis.
Element x y z (Å)
C (-0.50, -1.02, 1.27)  -0.46
C (0.06, -2.12, 0.41)  -0.42
C (0.64, -1.46, -0.81)  -0.07
C (0.18, 0.14, -0.77)  0.05
C (-0.10, 1.52, -1.34)  -0.11
C (-0.74, 0.09, 0.44)  -0.11
H (0.22, -0.63, 1.97)  0.22
H (-1.37, -1.48, 1.80)  0.24
H (1.02, -2.74, 0.86)  0.22
H (-0.71, -2.98, 0.14)  0.23
H (1.31, -2.15, -1.55)  0.25
H (1.81, -0.26, 0.65)  0.32
H (0.88, 2.19, -1.95)  0.25
H (-1.38, 1.81, 1.65)  0.39
H (-1.84, 0.15, 0.04)  0.18
N (1.59, -0.31, -0.50)  -0.60
N (-0.53, 2.20, -0.20)  -0.18
N (-0.65, 1.42, 0.86)  -0.39

---

*iv*
DFT (ωB97M-V/def2-TZVPD) results for 2 unconnected molecules or ions with the total composition C6H9N3.

Summary:
gap between HOMO and LUMO = 8.55 eV
structure (SMILES) = C=C1CN=CN1.CC#N
E_HOMO = -7.89 eV
LUMO level = 0.659 eV
net charge = 0

Each line ends with the natural charge from an NBO analysis.
Element x y z (Å)
C (0.74, 2.34, -0.39)  -0.32
C (-1.33, 1.86, -0.87)  0.25
C (0.67, 0.87, -0.78)  0.19
C (-0.97, -2.39, 0.62)  0.32
C (-0.34, -2.55, 1.94)  -0.71
C (1.61, -0.07, -0.75)  -0.54
N (-0.65, 2.82, -0.45)  -0.46
N (-1.56, -2.21, -0.34)  -0.38
N (-0.66, 0.69, -1.11)  -0.62
H (1.48, 2.75, -1.11)  0.22
H (-2.45, 2.09, -1.01)  0.21
H (-0.45, -3.56, 2.01)  0.25
H (-0.90, -1.90, 2.62)  0.26
H (0.78, -2.18, 1.93)  0.27
H (1.46, -1.02, -1.03)  0.19
H (2.67, -0.03, -0.48)  0.21
H (0.96, 2.68, 0.63)  0.23
H (-1.05, -0.20, -1.43)  0.44

---

The least stable of them is *iii*.

---

*i*
DFT (ωB97M-V/def2-TZVPD) results for C4H4O in the gas phase.

Summary:
gap between HOMO and LUMO = 9.94 eV
structure (SMILES) = C=C=C1CO1
E_HOMO = -9.04 eV
LUMO level = 0.899 eV
net charge = 0

Each line ends with the natural charge from an NBO analysis.
Element x y z (Å)
C (1.87, -0.34, -0.37)  -0.40
C (1.01, -0.04, 0.59)  -0.13
C (-0.26, 0.28, 0.49)  0.31
C (-1.65, 0.05, 0.26)  -0.13
O (-1.02, 1.37, 0.33)  -0.43
H (2.92, -0.57, -0.29)  0.20
H (1.42, -0.33, -1.36)  0.18
H (-2.29, -0.19, 1.10)  0.20
H (-1.99, -0.23, -0.74)  0.20

---

*ii*
DFT (ωB97M-V/def2-TZVPD) results for C4H4O in the gas phase.

Summary:
gap between HOMO and LUMO = 10.00 eV
structure (SMILES) = C#CC(C)=O
E_HOMO = -9.59 eV
LUMO level = 0.414 eV
net charge = 0

Each line ends with the natural charge from an NBO analysis.
Element x y z (Å)
C (1.11, 0.34, 0.90)  -0.69
C (-0.19, 0.38, 0.21)  0.48
O (-0.81, 1.43, 0.17)  -0.49
C (-0.81, -0.36, -0.85)  -0.09
C (-1.25, -0.93, -1.80)  -0.17
H (1.85, 0.18, 0.13)  0.24
H (1.20, -0.43, 1.63)  0.24
H (1.23, 1.30, 1.41)  0.25
H (-1.55, -1.59, -2.56)  0.23

---

The least stable of them is *i*.

---

*i*
DFT (ωB97M-V/def2-TZVPD) results for 2 unconnected molecules or ions with the total composition CH3ClN2O2.

Summary:
gap between HOMO and LUMO = 8.86 eV
E_HOMO = -9.80 eV
LUMO level = -0.945 eV
net charge = 0

Each line ends with the natural charge from an NBO analysis.
Element x y z (Å)
C (-0.40, 0.69, 0.24)  -0.13
N (1.50, 0.40, -0.29)  -0.59
N (-0.95, -0.56, 0.07)  0.44
O (-1.72, -0.75, -0.86)  -0.40
O (-0.59, -1.45, 0.81)  -0.35
Cl (1.82, -1.01, 0.54)  0.20
H (-0.48, 1.08, 1.30)  0.24
H (-0.43, 1.39, -0.55)  0.22
H (1.24, 0.21, -1.26)  0.35

---

*ii*
DFT (ωB97M-V/def2-TZVPD) results for CH3ClN2O2 in the gas phase.

Summary:
gap between HOMO and LUMO = 10.12 eV
structure (SMILES) = CN(Cl)[N+](=O)[O-]
E_HOMO = -10.63 eV
LUMO level = -0.509 eV
net charge = 0

Each line ends with the natural charge from an NBO analysis.
Element x y z (Å)
C (1.03, -0.02, -0.43)  -0.45
N (0.00, 0.01, 0.62)  -0.25
N (-1.29, 0.36, 0.25)  0.63
O (-1.37, 0.90, -0.84)  -0.40
O (-2.14, 0.20, 1.05)  -0.34
Cl (-0.01, -1.44, 1.72)  0.13
H (0.94, 0.94, -1.01)  0.25
H (2.05, -0.15, -0.16)  0.23
H (0.80, -0.81, -1.20)  0.20

---

*iii*
DFT (ωB97M-V/def2-TZVPD) results for 2 unconnected molecules or ions with the total composition CH3ClN2O2.

Summary:
gap between HOMO and LUMO (spin up / spin down) = 8.94 / 7.98 eV
E_HOMO (spin up / spin down) = -8.73 / -8.10 eV
LUMO level (spin up / spin down) = 0.214 / -0.119 eV
net charge = 0

Each line ends with the natural charge from an NBO analysis.
Element x y z (Å)
C (-1.21, 0.06, -0.02)  -0.21
N (-0.09, 0.86, 0.24)  -0.30
N (2.41, -0.94, 0.51)  0.22
O (0.95, 0.79, -0.62)  -0.36
O (2.13, -0.60, -0.51)  -0.02
Cl (-0.72, -1.72, -0.23)  -0.15
H (-2.03, 0.04, 0.70)  0.23
H (-1.54, 0.24, -1.16)  0.22
H (0.09, 1.26, 1.09)  0.36

---

The least stable of them is *i*.